No. 1
# C24H35N4O3P2PdS2

A molecular structure, C24H35N4O3P2PdS2 (ωB97M-V/def2-TZVPD, the OMol25 dataset).

Output
HOMO-LUMO gap (alpha / beta) (eV): 6.9127 / 4.2589
Energy above the lowest of the compared OMol25 structures with the same formula, charge and spin (eV): 0.000
Net charge: +3
2S+1: 5

Structure (XYZ):
```
71
C24H35N4O3P2PdS2, DFT ωB97M-V/def2-TZVPD
Pd -0.002 0.012 0.021
N -2.966 8.131 0.792
C -2.549 6.876 0.786
C -1.509 6.462 1.677
C -1.090 5.166 1.661
C -1.685 4.252 0.774
C -2.715 4.638 -0.101
C -3.145 5.931 -0.109
S -1.193 2.530 0.775
O -0.375 2.353 1.965
O -2.427 1.786 0.720
N -0.367 2.227 -0.543
C 0.888 2.868 -0.616
N 0.906 4.196 -0.601
C 2.099 4.774 -0.727
C 3.264 4.041 -0.877
C 3.130 2.667 -0.851
N 1.945 2.065 -0.711
H -2.568 8.819 1.417
H -3.702 8.447 0.174
H -1.072 7.186 2.353
H -0.309 4.822 2.324
H -3.164 3.904 -0.755
H -3.936 6.258 -0.771
H 2.118 5.857 -0.713
H 4.225 4.518 -0.999
H 3.997 2.022 -0.937
C 2.325 -2.647 -0.386
P 1.331 -1.430 -1.285
C 2.442 -0.648 -2.474
C 0.127 -2.409 -2.253
C -1.044 -1.535 -2.708
P -1.860 -0.728 -1.281
C -2.949 0.512 -2.011
C -2.931 -1.971 -0.519
H 2.696 -3.411 -1.072
H 1.715 -3.122 0.382
H 3.175 -2.158 0.087
H 2.873 -1.403 -3.133
H 3.238 -0.138 -1.936
H 1.902 0.092 -3.063
H -0.221 -3.219 -1.606
H 0.632 -2.876 -3.101
H -1.772 -2.109 -3.285
H -0.693 -0.727 -3.357
H -3.464 0.081 -2.872
H -2.357 1.371 -2.322
H -3.677 0.830 -1.268
H -3.680 -2.314 -1.235
H -3.436 -1.526 0.339
H -2.347 -2.824 -0.175
C -0.177 -5.053 7.422
C -0.180 -3.991 6.407
C -0.069 -4.304 5.016
C -0.100 -3.317 4.075
C -0.201 -1.976 4.499
C -0.352 -1.637 5.869
C -0.327 -2.626 6.801
S -0.272 -0.684 3.296
C 1.269 0.159 3.706
O -0.119 -1.327 1.949
H 0.176 -6.008 7.043
H -1.216 -5.189 7.767
H 0.380 -4.755 8.313
H 0.049 -5.341 4.731
H -0.026 -3.528 3.016
H -0.487 -0.603 6.164
H -0.426 -2.397 7.855
H 2.101 -0.538 3.656
H 1.160 0.599 4.697
H 1.343 0.959 2.970
```

For each atom in turn, the Mulliken charge in e is: -0.290, -0.326, 1.194, -0.824, -0.302, -0.292, -0.652, -0.718, 1.952, -0.681, -0.689, -0.104, -0.007, -0.428, -0.228, -0.793, -0.093, 0.060, 0.253, 0.253, 0.366, 0.543, 0.444, 0.369, 0.448, 0.425, 0.435, -1.246, 1.304, -1.194, -1.105, -1.118, 1.456, -1.384, -1.397, 0.441, 0.241, 0.407, 0.478, 0.210, 0.388, 0.419, 0.537, 0.494, 0.424, 0.603, 0.299, 0.349, 0.447, 0.354, 0.397, -1.408, 0.906, -0.673, -0.524, 0.594, -0.458, -0.770, 0.543, -0.870, -0.448, 0.392, 0.368, 0.413, 0.417, 0.397, 0.458, 0.460, 0.402, 0.489, 0.193

***

No. 2
# C4H5NO

A single C4H5NO molecule at a distorted geometry (ωB97M-V/def2-TZVPD, the OMol25 dataset).

Output
HOMO-LUMO gap (eV): 9.0556
Structure (SMILES): Cc1cocn1
Energy above the lowest of the compared OMol25 structures with the same formula, charge and spin (eV): 2.386
2S+1: 1

Structure (XYZ):
```
11
C4H5NO, DFT ωB97M-V/def2-TZVPD
C 1.799 0.129 0.001
C 0.297 0.162 0.014
C -0.723 -1.151 -0.287
O -1.922 -0.560 -0.155
C -1.748 0.734 0.230
N -0.495 1.168 0.334
H 1.983 -0.549 0.823
H 2.147 -0.229 -0.957
H 2.097 1.140 0.192
H -0.829 -2.255 -0.362
H -2.605 1.411 0.166
```

For each atom in turn, the Mulliken charge in e is: -0.990, 0.560, -0.270, -0.261, -0.071, -0.511, 0.272, 0.298, 0.309, 0.306, 0.358